Entry 1:
An isolated ion of composition C25H39N7O4PS2 and charge +1 in a non-equilibrium geometry. Source: OMol25; level of theory: the ωB97M-V functional and the def2-TZVPD basis.

Its SMILES is CCOP(=O)(CCC[n+]1c(CCCNCc2ccccc2O)nnn1CCCSC(=S)n1ccnc1)OCC. As for the multiplicity: 1. The energy comes out at -76129.37956 eV. As for the net charge: +1.

```
78
Properties=species:S:1:pos:R:3:forces:R:3:lowdin_charge:R:1
S 2.88901 -5.65603 -1.95605 0.1 0.2 0.0 0.80
S 1.66675 -3.24892 -0.65310 0.5 0.4 0.0 0.87
P -0.84938 1.93619 3.43674 1.6 1.4 1.5 0.51
O 2.08739 0.48594 -0.91871 -0.3 0.0 -0.1 -0.02
O -2.03795 2.99447 3.14277 -0.3 -1.8 0.0 -0.22
O -1.28022 0.97873 4.67179 -0.7 -0.4 -1.6 -0.19
O 0.34245 2.67444 3.85114 0.4 0.1 -0.1 -0.25
N -1.91124 0.52101 -1.35677 -0.1 0.2 0.1 0.08
N -1.72052 -0.79055 -3.03917 0.1 -0.9 -0.9 0.13
N 0.59905 -5.75196 -0.62905 2.8 2.2 -0.3 -0.19
N -1.15100 -6.96759 -0.45005 -1.2 -0.6 -0.8 0.06
N -1.52169 0.41395 -3.50575 -0.4 -0.2 1.4 0.17
N 1.68765 1.48807 -3.48744 -0.4 0.6 0.1 -0.07
N -1.96041 -0.76592 -1.78398 0.1 1.3 1.1 -0.07
C 0.36008 -5.77208 0.71853 -2.2 -1.2 -0.2 -0.09
C 5.27672 1.53977 -2.37015 -0.2 0.4 -0.4 -0.05
C -0.78125 -6.55234 0.78201 0.9 0.6 0.9 -0.14
C 1.71836 -4.97977 -1.10036 -0.8 -0.5 -0.7 -1.08
C -2.93618 3.25094 4.24793 -0.7 1.5 0.6 -0.26
C 0.71953 2.51440 -3.86404 0.2 0.0 -0.1 -0.22
C -0.85723 1.72297 0.60529 -0.1 -0.8 0.4 -0.15
C 4.31107 0.17769 -0.20360 0.3 -0.4 0.7 -0.03
C -1.86496 -0.30065 4.33356 -0.2 -0.2 0.4 -0.24
C 3.90067 1.36363 -2.26948 -0.3 0.4 -0.4 -0.13
C 6.12432 1.06068 -1.42056 1.6 -0.2 0.5 -0.09
C 5.66356 0.35416 -0.32876 0.1 0.0 0.1 -0.07
C -1.65737 1.24043 -2.43624 0.2 0.4 -1.5 -0.22
C -0.40275 1.01639 1.92235 -0.6 -0.3 -0.8 -0.18
C -3.14724 -0.24409 3.46544 0.5 -0.5 0.1 -0.06
C 3.05975 1.96805 -3.39546 0.5 -1.1 -0.3 -0.15
C -2.27601 3.93069 5.46781 -0.2 -0.7 0.4 -0.06
C -2.12749 1.07580 -0.01857 -0.1 1.0 1.0 -0.06
C 0.00358 3.08264 -2.61091 -0.2 -0.5 -0.1 -0.13
C -0.31155 -6.47660 -1.32503 -0.1 -0.2 1.4 -0.16
C 3.44675 0.68792 -1.15101 -0.9 -0.3 0.2 -0.25
C -1.12428 -3.00942 -0.95258 0.2 0.7 0.6 -0.19
C -2.23294 -1.90657 -0.92158 -0.3 -1.8 -0.4 -0.06
C 0.22978 -2.57437 -1.57854 -0.4 -1.7 0.2 -0.43
C -1.50739 2.71076 -2.60091 0.2 0.5 -0.2 -0.09
H -2.09150 3.30542 -1.89003 0.2 -0.3 0.2 0.12
H 0.45697 2.58243 -1.75102 0.2 0.5 -0.1 0.08
H -1.54267 -3.91197 -1.40298 0.3 0.2 -0.2 0.11
H 0.01727 2.07990 -4.58422 0.0 0.1 0.3 0.11
H -2.82460 4.82373 5.77847 0.2 0.0 -0.3 0.08
H -2.11013 -0.78650 5.28107 0.1 0.3 0.0 0.12
H 7.19921 1.21056 -1.48756 -0.2 0.1 -0.2 0.11
H 0.69069 0.99566 1.90718 -0.2 0.2 0.5 0.10
H 0.29433 -3.02696 -2.57229 0.1 0.6 -0.1 0.09
H -0.03361 1.63015 -0.10725 -0.1 0.3 0.1 0.08
H 3.12682 3.06025 -3.34827 -0.4 -0.1 0.2 0.13
H 3.95188 -0.36560 0.67047 -0.3 0.1 -0.2 0.12
H -1.08266 2.76480 0.84591 0.2 0.0 -0.4 0.11
H 2.02563 -0.16894 -0.21242 0.2 0.1 0.0 0.06
H 1.20388 3.34134 -4.40631 -0.1 -0.1 0.1 0.12
H -2.34958 3.23542 6.31347 0.2 0.2 -0.1 0.08
H 0.40646 -1.49658 -1.60339 0.1 -0.2 -0.1 0.05
H -3.41075 0.75814 3.11782 0.1 -0.1 0.2 0.06
H -1.31058 -6.78902 1.69531 -0.1 -0.3 -0.3 0.10
H 0.92860 -5.30152 1.50155 0.2 0.1 -0.4 0.12
H -3.48471 2.36955 4.59044 0.4 -0.2 -0.4 0.10
H 5.69261 2.08946 -3.21101 -0.2 -0.1 0.0 0.12
H -0.92698 -3.27669 0.09218 -0.1 0.0 -0.2 0.09
H -0.31184 -6.58738 -2.39822 0.1 0.0 0.1 0.13
H -1.21543 4.14882 5.33037 -0.2 0.1 -0.2 0.08
H -2.87847 1.86453 -0.13468 0.0 -0.3 -0.2 0.14
H -3.15654 -2.36025 -1.29759 0.1 0.3 0.0 0.14
H -1.08206 -0.92390 3.88398 -0.2 0.1 -0.1 0.11
H -0.71802 -0.03555 1.91418 -0.1 0.2 0.1 0.08
H 3.57061 1.68503 -4.33261 0.1 0.3 0.2 0.13
H -2.43636 -1.63135 0.11108 0.2 0.7 -0.3 0.11
H 0.12312 4.16645 -2.54067 -0.1 -0.2 0.1 0.12
H 1.60820 0.66360 -4.06306 0.1 0.1 -0.1 0.11
H -1.90508 2.96997 -3.58941 -0.1 -0.2 0.2 0.13
H -3.00017 -0.88161 2.58294 -0.2 0.1 0.1 0.05
H -3.97210 -0.66764 4.04215 -0.1 0.2 -0.2 0.08
H 6.35971 -0.03287 0.40663 -0.1 0.0 0.0 0.11
H -3.69123 3.94100 3.85781 0.2 -0.2 -0.3 0.12
H -2.54835 0.36530 0.69249 0.0 -0.3 -0.5 0.10
```
Forces are in eV/Å.

---

Entry 2:
One molecule with the formula C4H7NS2 in a non-equilibrium geometry. Source: OMol25; level of theory: the ωB97M-V functional and the def2-TZVPD basis.

Its SMILES is C=C(CN)SC=S. As for the multiplicity: 1. The value obtained for the relative energy (zero: lowest compared OMol25 entry of this formula, charge and spin) is 443.9 kJ/mol.

```
14
Properties=species:S:1:pos:R:3:forces:R:3:lowdin_charge:R:1
S -0.55765 -1.39150 -1.35484 0.9 0.7 1.2 0.79
S -1.06219 -4.14993 -0.80324 2.7 2.3 1.2 0.45
N -0.20577 1.78515 1.16677 -2.5 5.3 0.1 -0.13
C 1.25394 0.66762 -0.74341 -0.8 1.1 -0.2 -0.01
C -0.03306 -2.79590 -0.43843 -0.1 -1.8 0.3 -0.98
C -0.92995 0.61607 0.57161 -0.7 3.0 0.9 -0.33
C 0.04107 0.09809 -0.39428 2.8 -1.6 -2.4 -0.60
H 0.78935 1.79286 1.48149 -1.7 -0.4 -0.7 0.05
H 1.69368 1.58185 -0.20094 -1.0 -1.7 -0.8 0.07
H 1.02163 -2.77706 0.29367 -3.3 0.0 -2.2 0.12
H -0.60732 2.94433 0.83327 1.9 -5.3 1.4 0.20
H -1.81559 1.05072 -0.13552 1.8 -1.1 2.0 0.16
H -1.39158 0.01297 1.45607 1.0 0.4 -2.1 0.14
H 1.80344 0.56475 -1.73222 -0.9 -1.0 1.5 0.08
```
Forces are in eV/Å.

---

Entry 3:
C62H53CrF6N2O3P2 as an isolated structure in a non-equilibrium geometry. Source: OMol25; level of theory: the ωB97M-V functional and the def2-TZVPD basis.

As for the multiplicity: 5. The energy comes out at -137586.98317 eV. As for the net charge: -1.

```
129
Properties=species:S:1:pos:R:3:forces:R:3:mulliken_spin:R:1
Cr -0.64786 -0.87009 0.55124 -1.1 1.1 -0.3 3.64
P -0.88367 2.07321 -2.10351 0.6 0.1 -0.6 0.05
P 0.71461 -0.49843 -1.51284 0.3 1.0 -1.0 0.20
F -4.25830 -3.63810 -1.60707 0.0 0.1 0.0 0.00
F -5.45563 -2.66219 0.36583 0.0 0.1 0.0 0.00
F -2.28982 -3.35628 -0.75905 -0.1 -0.1 -0.1 0.02
F -3.59371 -2.42487 1.42216 0.0 0.0 0.1 0.01
F -4.94778 -0.74885 1.18723 0.1 0.1 0.0 0.00
F -2.78895 -2.52403 -2.69536 0.0 0.1 0.0 0.00
O -2.58441 -0.63563 -0.51339 -0.3 -0.4 0.0 -0.02
O 0.67987 -2.17366 0.82427 1.2 -1.0 0.2 -0.23
O -0.76134 1.18208 0.86269 0.1 0.4 0.6 -0.09
N 0.07176 0.65204 -2.67964 -0.2 -0.2 0.3 0.02
N -1.35267 -1.20002 2.51944 -0.2 -0.2 1.1 -0.04
C 2.97731 1.02256 -2.25574 0.0 0.0 0.2 0.00
C -3.26487 -2.73321 -1.45096 -0.1 0.0 0.0 0.04
C -0.90687 -2.25433 3.24389 -0.1 0.1 -0.3 0.00
C 2.38883 5.15909 -0.85170 0.0 0.0 0.0 0.00
C 1.29231 -6.86265 0.66482 0.0 -0.1 0.0 0.00
C -1.42741 4.36794 1.47782 0.0 0.0 -0.2 0.00
C 1.49914 5.46253 -1.86966 0.0 0.1 0.0 0.00
C 1.53789 2.34054 4.20476 0.1 0.0 0.1 0.00
C 2.02181 -2.78637 2.71441 0.0 0.0 0.0 -0.03
C 0.54359 -4.06282 -3.49791 0.0 0.0 -0.3 0.01
C 1.04061 -5.74383 1.44593 0.1 0.0 0.0 0.00
C 2.23225 -1.85935 -3.54235 -0.2 0.1 0.2 0.00
C 0.95236 2.98730 5.27936 0.1 0.0 0.1 0.00
C 2.00703 -1.49696 3.24515 0.1 0.0 -0.1 -0.03
C -4.71939 -0.69064 -1.65845 0.2 -0.1 0.1 0.00
C 3.94686 -1.98291 4.58142 0.1 -0.1 0.0 0.00
C 0.91464 -3.18656 1.72912 -0.2 0.0 -0.2 0.00
C 3.21667 -0.35735 -0.29840 -0.1 0.0 0.2 0.00
C -0.40852 3.26640 5.24674 -0.1 0.0 0.0 0.00
C -4.41372 -1.81405 0.55494 -0.1 0.0 -0.1 0.02
C -2.08067 3.14763 1.32194 0.1 -0.1 -0.1 -0.01
C -0.40642 -3.45639 2.51506 0.4 0.0 -0.3 0.09
C -1.94912 5.53858 0.94775 0.1 0.0 0.0 0.00
C -3.67280 -1.38267 -0.76291 0.0 -0.4 0.0 0.00
C -3.27453 3.13292 0.60424 0.0 -0.1 0.1 0.01
C 0.55308 4.53501 -2.28081 -0.1 0.1 0.1 0.00
C 0.46557 3.27818 -1.67885 -0.1 0.1 0.2 -0.01
C 1.81928 -6.71936 -0.60846 0.0 0.0 0.0 0.00
C -3.79114 4.29999 0.06262 -0.1 0.0 0.0 0.00
C -0.92693 -2.26485 4.62538 -0.1 -0.1 0.3 -0.01
C -2.47554 2.84260 -4.23610 0.1 0.1 0.1 0.00
C 2.12951 -5.45210 -1.07768 0.1 -0.1 0.1 0.00
C 0.77076 1.94911 3.11380 0.0 0.0 -0.1 0.03
C 2.47730 -2.94492 -4.36533 0.0 -0.2 -0.2 0.00
C -1.97180 -0.20825 3.19118 0.0 -0.1 -0.4 0.04
C 0.31533 -2.98955 -2.65620 0.0 0.3 0.2 0.04
C -0.58535 2.22391 3.07437 0.0 0.1 -0.1 -0.03
C 3.03375 -3.65601 3.10990 -0.1 0.0 0.0 0.00
C 2.29695 3.92967 -0.21935 0.0 0.0 0.0 0.00
C -3.13529 5.51030 0.23380 0.0 0.0 0.0 0.00
C 1.86860 -4.33596 -0.29810 0.1 0.0 0.1 0.01
C 2.42562 0.13502 -1.33154 0.0 0.1 0.1 -0.04
C -1.45592 1.84557 1.86470 0.2 -0.3 -0.4 0.03
C -1.80692 3.60298 -6.41270 -0.1 0.0 0.1 0.00
C 3.98792 -3.25649 4.03601 0.1 0.0 0.1 0.00
C -0.47667 3.44808 -6.04267 0.1 0.0 -0.1 0.00
C 1.63132 -4.04673 -4.35970 -0.1 0.1 0.1 0.00
C 1.29544 -4.46156 0.96175 -0.2 -0.1 0.0 -0.01
C 1.13285 -1.85871 -2.67932 0.1 -0.7 0.2 -0.06
C -2.80843 3.28551 -5.50813 0.0 0.1 -0.2 0.00
C 1.32946 3.02200 -0.61626 -0.1 -0.1 0.0 0.00
C 5.09941 0.87931 -1.13713 0.0 0.0 0.1 0.00
C 4.55130 0.01026 -0.20326 0.1 0.1 0.0 0.01
C -1.46574 -1.19728 5.32115 0.0 0.2 -0.5 0.02
C -0.14917 2.99044 -4.77722 0.0 -0.1 0.1 0.00
C -0.82343 -0.12085 -3.57441 -0.2 0.0 -0.2 0.00
C -1.14667 2.69761 -3.84633 -0.3 0.2 0.2 0.00
C 2.95547 -1.10270 4.17441 -0.1 0.1 0.0 0.01
C -2.57810 0.90095 2.40111 0.3 0.2 -0.2 0.05
C -2.02580 -0.17661 4.57506 -0.1 -0.2 0.5 -0.01
C 4.30631 1.39546 -2.15350 0.1 0.0 0.0 0.00
C -1.16615 2.89854 4.14958 0.2 0.0 0.1 0.00
H 2.34006 1.43190 -3.02863 0.0 0.0 0.0 0.00
H -2.51053 0.65605 5.06289 0.0 0.0 0.0 0.00
H -3.29387 1.44684 3.01706 0.0 0.0 0.0 0.00
H -0.52180 -3.11654 5.15450 0.0 0.0 -0.1 0.00
H 1.54173 6.43270 -2.35172 0.0 0.0 0.0 0.00
H -5.61368 -1.30571 -1.76617 -0.1 0.1 -0.1 0.00
H -0.13369 4.81382 -3.06676 0.0 0.0 0.0 0.00
H -4.97462 0.26473 -1.20346 0.0 0.0 0.0 0.00
H 0.64443 -5.89240 2.44146 -0.1 0.0 0.0 0.00
H -4.28088 -0.49878 -2.63612 0.0 0.0 0.0 0.00
H -1.37252 0.55725 -4.22031 0.0 -0.2 -0.1 0.00
H -0.22736 -0.78344 -4.20083 -0.1 0.1 -0.1 0.00
H 1.22315 1.44474 2.27071 0.0 0.0 -0.1 0.02
H 4.68954 -1.67690 5.30771 0.0 0.0 0.0 0.00
H -0.48638 4.41168 2.00842 0.0 0.0 0.0 0.00
H 3.13339 5.88208 -0.54155 0.0 0.0 0.0 0.00
H 6.14093 1.16719 -1.06504 0.0 0.0 0.0 0.00
H 2.89678 -1.01000 -3.57970 0.1 0.0 0.0 0.00
H 1.25728 -0.79573 2.90749 0.0 0.0 0.0 0.11
H 1.98166 -7.59126 -1.22947 0.1 0.0 0.0 0.00
H 2.90382 -0.10767 4.59531 0.0 0.0 0.0 0.00
H 3.33571 -2.93387 -5.02582 0.0 0.0 0.0 0.00
H -1.14063 -3.76064 1.76483 0.0 0.0 0.0 0.01
H -0.26650 -4.26153 3.23536 -0.1 0.0 0.0 0.00
H 2.76747 -1.01153 0.44253 0.0 -0.1 0.0 0.02
H -0.87237 3.78803 6.07539 0.0 0.0 0.0 0.00
H 1.21952 2.09952 -0.08140 0.0 -0.3 0.2 0.05
H -3.84759 3.38575 -5.79669 0.0 0.0 0.0 0.00
H 0.89097 2.85814 -4.50629 0.0 0.0 0.0 0.00
H -3.25150 2.58246 -3.52551 -0.1 0.0 0.0 0.00
H 5.16417 -0.37613 0.60171 0.0 0.0 0.0 0.00
H -0.12992 -4.91059 -3.49305 0.0 0.0 0.1 0.00
H -2.21532 3.16673 4.11109 0.0 0.0 0.0 0.00
H -1.54953 -0.71831 -3.01988 0.0 0.0 0.0 0.00
H -2.06101 3.96511 -7.40104 0.0 0.0 0.0 0.00
H 1.06213 -7.84968 1.04758 0.0 0.0 0.0 0.00
H -3.06711 0.50360 1.51613 0.0 0.0 0.0 0.05
H 2.60585 2.15998 4.20501 0.0 -0.1 0.0 0.00
H 4.72593 2.09785 -2.86372 0.0 0.0 0.0 0.00
H 4.76270 -3.95013 4.33877 0.0 0.0 0.0 0.00
H -3.53642 6.41953 -0.19693 0.0 0.0 0.0 0.00
H -3.80139 2.19849 0.45794 0.0 0.0 -0.1 0.00
H 3.07739 -4.65053 2.68657 0.0 0.0 0.0 0.00
H 2.08436 -3.34879 -0.67906 0.0 0.0 0.1 0.00
H 2.97421 3.66676 0.58495 0.0 0.0 0.0 0.00
H 1.81997 -4.88593 -5.01722 0.0 0.0 0.0 0.00
H 0.30742 3.69121 -6.75011 0.0 0.0 0.0 0.00
H 1.54879 3.28519 6.13295 0.0 0.0 0.0 0.00
H -1.41777 6.47050 1.09698 0.0 0.0 -0.1 0.00
H 2.55182 -5.32891 -2.06637 0.0 0.0 0.0 0.00
H -1.45706 -1.16368 6.40154 0.0 0.0 0.0 0.00
H -0.50162 -3.01122 -1.94957 0.0 -0.1 -0.1 0.02
H -4.72529 4.27290 -0.48548 0.0 -0.1 0.0 0.00
```
Forces are in eV/Å.

---

Question: Look up the multiplicity of the second one.
Answer: 1